Entry a
One molecule with the formula C3H4N4S, computed with ωB97M-V/def2-TZVPD.

HOMO-LUMO gap	7.897	eV
highest occupied orbital energy	-8.15	eV
LUMO energy	-0.3	eV

Structure (XYZ):
```
12
C3H4N4S | the Open Molecules 2025 dataset | ωB97M-V/def2-TZVPD
S 0.10775 2.54483 0.08034
N 0.91632 -0.22800 0.14272
N -1.28428 -1.05071 -0.23719
N -0.95488 1.22161 -0.12321
N 1.46753 -1.44684 0.19578
C -0.43054 0.04338 -0.05912
C -0.75720 -2.21035 -0.18352
C 0.66313 -2.44647 0.04785
H -1.39470 -3.08360 -0.28448
H 1.58648 0.52456 0.26700
H 1.07878 -3.43510 0.08663
H -0.85965 3.48502 -0.03256
```

Let us look at the Löwdin charges, expressed in e, one per atom: 0.6870 0.0275 0.1399 -0.3265 0.0632 -0.5260 -0.1140 -0.1145 0.1067 0.0994 0.0967 -0.1394



Entry b
One molecule with the formula C3H4N4S, computed with ωB97M-V/def2-TZVPD.

HOMO-LUMO gap (alpha / beta)	6.804 / 6.828	eV
highest occupied orbital energy (alpha / beta)	-7.90 / -7.91	eV
LUMO energy (alpha / beta)	-1.1 / -1.1	eV

Structure (XYZ):
```
12
C3H4N4S | the Open Molecules 2025 dataset | ωB97M-V/def2-TZVPD
S 2.84111 0.43167 -0.01340
N -1.05853 0.88931 0.09307
N 1.30617 1.05745 -0.00834
N -1.41077 -1.28171 0.03665
N 0.88694 -2.06634 -0.00931
C -1.94313 -0.18029 -0.06694
C 0.07522 -1.11519 0.09841
C 0.19293 0.33146 0.06212
H 1.45395 1.95590 0.28925
H 1.92934 -1.81221 -0.19617
H -1.22038 1.92819 -0.20646
H -3.05285 -0.13825 -0.07888
```

Let us look at the Löwdin charges, expressed in e, one per atom: 0.5212 0.0879 -0.4036 0.1124 0.1737 -0.2271 -0.3496 -0.3097 0.0286 0.0209 0.2051 0.1405



Which structure is the most stable? The one labeled entry a.



Entry a
A 2-piece molecular cluster, C3H7OPS2 overall, computed with ωB97M-V/def2-TZVPD.

HOMO-LUMO gap (alpha / beta)	7.173 / 5.916	eV
highest occupied orbital energy (alpha / beta)	-9.12 / -8.50	eV
LUMO energy (alpha / beta)	-2.0 / -2.6	eV

Structure (XYZ):
```
14
C3H7OPS2 | the Open Molecules 2025 dataset | ωB97M-V/def2-TZVPD
S -3.61782 -0.10500 0.86217
S -0.74377 -1.43945 -3.00321
P -0.95803 0.00531 -1.69053
O -0.52846 1.35758 -2.49906
C 1.60117 0.19518 -0.54719
C -0.16888 -0.90555 0.72538
C 0.27559 -0.26086 -0.33974
H 0.56395 -1.03125 1.54725
H 2.11002 -0.07138 -1.43532
H -3.88990 -0.18070 2.08820
H 1.83317 1.26688 -0.62197
H -0.46290 1.15607 -3.38523
H -1.07881 -1.32885 0.65901
H 2.22608 -0.33778 0.26591
```

Let us look at the Löwdin charges, expressed in e, one per atom: 0.4199 0.2332 0.4372 -0.3107 -0.1388 -0.0167 -0.5705 0.0929 0.0656 -0.3645 0.0938 -0.0266 -0.0324 0.1178



Entry b
One molecule with the formula C3H7OPS2, computed with ωB97M-V/def2-TZVPD.

HOMO-LUMO gap (alpha / beta)	7.185 / 7.097	eV
highest occupied orbital energy (alpha / beta)	-7.41 / -7.72	eV
LUMO energy (alpha / beta)	-0.2 / -0.6	eV

Structure (XYZ):
```
14
C3H7OPS2 | the Open Molecules 2025 dataset | ωB97M-V/def2-TZVPD
S -2.08819 1.45349 -1.99875
S -0.45144 0.88176 0.62691
P -0.15962 1.32400 -1.39205
O 2.54991 -1.88521 0.43380
C 1.68016 -0.82235 -0.00491
C 1.04668 -0.07359 1.09997
C -3.06087 1.03293 -0.72186
H -4.05380 1.04364 -1.11424
H 2.26853 -0.13427 -0.74133
H 0.89071 -1.15815 -0.65626
H 1.90738 -2.61841 0.74819
H -2.96337 1.15413 0.32058
H 1.82047 0.66091 1.54990
H 0.61345 -0.85888 1.85006
```

Let us look at the Löwdin charges, expressed in e, one per atom: 0.4611 0.4811 0.2146 -0.0957 -0.4361 -0.5517 -0.5352 -0.0262 0.1306 0.0655 0.1306 -0.0534 0.1070 0.1079



Which structure is the most stable? The one labeled entry b.



Entry a
A 2-piece molecular cluster, C3H5ClOS2 overall, computed with ωB97M-V/def2-TZVPD.

HOMO-LUMO gap	9.093	eV
highest occupied orbital energy	-8.97	eV
LUMO energy	0.1	eV

Structure (XYZ):
```
12
C3H5ClOS2 | the Open Molecules 2025 dataset | ωB97M-V/def2-TZVPD
Cl 1.45168 1.67866 -2.91181
S -0.14225 -2.20114 -2.56216
S -0.34437 0.82065 -2.04075
O 0.37356 -0.72595 0.30377
C 0.42969 -0.23280 1.39946
C -0.59297 -0.71482 -2.02869
C -0.17657 1.11970 1.79815
H 0.64435 1.81436 2.22746
H -0.82727 0.77241 2.63251
H -1.14946 -3.05165 -2.04039
H -0.71641 1.56807 0.93675
H 1.05001 -0.84749 2.28569
```

Let us look at the Löwdin charges, expressed in e, one per atom: -0.0574 0.7593 0.5008 -0.0647 -0.3157 -1.1024 -0.0613 0.1094 0.0798 -0.0691 0.0650 0.1562



Entry b
A 2-piece molecular cluster, C3H5ClOS2 overall, computed with ωB97M-V/def2-TZVPD.

HOMO-LUMO gap	8.810	eV
highest occupied orbital energy	-9.01	eV
LUMO energy	-0.2	eV

Structure (XYZ):
```
12
C3H5ClOS2 | the Open Molecules 2025 dataset | ωB97M-V/def2-TZVPD
Cl -4.12708 -0.86740 1.55708
S -2.65578 -0.42685 3.00859
S -1.72584 1.82121 1.24064
O -1.46315 -1.64378 0.30815
C -1.81535 0.85381 2.59126
C -1.02038 -0.93378 -0.54924
C 0.42452 -0.50266 -0.67948
H -1.56691 -0.78297 -1.51428
H 1.03501 -0.78741 0.15491
H -1.11920 2.88123 1.76282
H 0.76939 -0.88472 -1.67525
H 0.38333 0.63687 -0.81213
```

Let us look at the Löwdin charges, expressed in e, one per atom: 0.0551 0.5001 0.7342 -0.0325 -1.0501 -0.3797 -0.0690 0.1235 0.0690 -0.1274 0.0917 0.0850



Which structure is the most stable? The one labeled entry b.



Entry a
A 2-piece molecular cluster, C9H14S overall, computed with ωB97M-V/def2-TZVPD.

HOMO-LUMO gap	9.427	eV
highest occupied orbital energy	-8.52	eV
LUMO energy	0.9	eV

Structure (XYZ):
```
24
C9H14S | the Open Molecules 2025 dataset | ωB97M-V/def2-TZVPD
S 3.52753 0.80519 1.00706
C 2.14731 0.02172 1.86428
C 2.82622 0.75420 -0.67714
C -2.01128 -0.57143 -2.42595
C -2.04145 -0.33042 0.37249
C -0.93158 -1.00064 -1.66345
C -3.12666 -0.07513 -1.77844
C -2.03126 -0.07969 1.85591
C -3.12544 0.07484 -0.39607
C -0.93353 -0.87614 -0.28265
H -1.97230 -1.05255 2.32742
H 1.93301 -0.92127 1.35611
H 1.22289 0.56601 2.01414
H 3.39221 1.40748 -1.33234
H 1.78187 1.02666 -0.62644
H 2.95982 -0.25922 -1.05336
H -0.11982 -1.20449 0.35613
H -0.07384 -1.54052 -2.05158
H -2.96318 0.33281 2.24481
H -3.97337 0.52564 0.09416
H 2.56614 -0.23464 2.81499
H -3.99418 0.30495 -2.29955
H -1.90325 -0.44958 -3.48926
H -1.21059 0.52878 2.22168
```

Let us look at the Löwdin charges, expressed in e, one per atom: 0.7272 -0.4487 -0.4176 -0.0957 -0.2759 -0.0903 -0.0881 -0.0503 -0.0563 -0.0590 0.0788 0.0244 0.0237 0.0249 0.0229 0.0277 0.0931 0.1024 0.0758 0.1046 0.0123 0.1009 0.0976 0.0656



Entry b
A 2-piece molecular cluster, C9H14S overall, computed with ωB97M-V/def2-TZVPD.

HOMO-LUMO gap	9.804	eV
highest occupied orbital energy	-8.97	eV
LUMO energy	0.8	eV

Structure (XYZ):
```
24
C9H14S | the Open Molecules 2025 dataset | ωB97M-V/def2-TZVPD
S -2.66185 1.36266 2.40107
C 0.78958 -1.49396 -2.12987
C 2.72374 -2.68096 -1.29968
C 0.98670 -1.83126 0.22954
C 2.20121 -2.43032 -0.01516
C -0.69377 2.89458 0.98172
C -1.68010 2.89287 2.11417
C 0.22197 -1.32818 -0.86883
C 1.99899 -2.15454 -2.34875
C -1.02144 -0.62740 -0.55222
H 3.75105 -2.97525 -1.29376
H 2.29693 -2.21506 -3.39545
H -0.96313 2.30614 0.11534
H -0.69207 3.93134 0.57261
H -2.48198 3.74478 2.13951
H 0.57316 -1.65527 1.23895
H 2.95850 -2.60303 0.74343
H -1.62116 -1.07806 0.26690
H 0.38056 2.69670 1.26971
H -3.21265 0.98493 1.25090
H -1.26991 3.22780 3.05561
H -1.87264 -0.58918 -1.28264
H -1.04592 0.48480 -0.32690
H 0.33422 -0.86414 -2.86619
```

Let us look at the Löwdin charges, expressed in e, one per atom: 0.6541 -0.0580 -0.0887 -0.0418 -0.1037 -0.1828 -0.6230 -0.2789 -0.0934 -0.0926 0.0926 0.1021 0.0284 0.0786 0.0881 0.1186 0.0981 0.0781 0.0967 -0.1741 0.0532 0.0909 0.0547 0.1029



Which structure is the most stable? The one labeled entry a.